(1)
DFT (ωB97M-V/def2-TZVPD) results for a 2-piece molecular cluster, C3H3F2I overall at a distorted geometry.

Calculated values
LUMO energy (spin up / spin down) ... -2.28 / -2.29 eV
Energy relative to the best compared isomer or geometry (same formula, charge and spin) ... 4.798 eV
Gap between HOMO and LUMO (spin up / spin down) ... 7.9 / 7.8 eV
E ... -16689.66066 eV
2S+1 ... 1
HOMO energy (spin up / spin down) ... -10.1 / -10.1 eV

Each line ends with the Mulliken charge.
Element x y z (Å)
C -0.5017 -0.6310 0.3383  -0.529
C 0.6887 -0.1187 -0.5049  -0.491
C -0.0587 0.7096 0.3577  0.686
F -1.7401 1.7210 -1.0741  -0.634
F 0.1514 1.5839 1.3132  -0.145
I 2.6250 -0.7815 -0.0145  0.149
H -1.4704 -0.9076 -0.0644  0.283
H -0.3066 -1.1807 1.3007  0.258
H 0.6124 -0.3950 -1.6520  0.423

---

(2)
DFT (ωB97M-V/def2-TZVPD) results for C5H6AlCl2CoO4 as an isolated structure at a distorted geometry.

Calculated values
LUMO energy (spin up / spin down) ... -17.83 / -19.83 eV
Charge ... +4
Energy relative to the best compared isomer or geometry (same formula, charge and spin) ... 0.000 eV
Gap between HOMO and LUMO (spin up / spin down) ... 7.6 / 4.5 eV
E ... -82688.52595 eV
2S+1 ... 5
HOMO energy (spin up / spin down) ... -25.5 / -24.4 eV

Each line ends with the Löwdin spin population.
Element x y z (Å)
Al -1.5678 -1.5869 -5.0874  0.001
Co 0.6183 0.8390 1.0694  2.755
Cl -3.2202 -1.8966 -3.8840  0.000
Cl 0.5627 0.3618 -1.0048  0.538
C 1.6132 2.2952 0.6298  0.064
C 0.2971 -2.2687 -4.0057  0.001
C -0.8104 0.5491 -4.8424  0.001
O 2.2714 2.9316 -0.0846  0.027
O 1.3044 -2.8253 -3.8086  0.001
O -0.4864 1.6356 -5.0414  0.001
C -2.0495 -0.8926 3.7629  0.052
C -0.9019 -0.0257 3.2806  0.116
O -0.2914 -0.5642 2.0803  0.327
H -2.8274 -0.9589 2.9917  0.016
H -2.4922 -0.4604 4.6687  0.002
H -1.6858 -1.9020 3.9923  0.008
H -1.2069 0.9850 3.0031  0.027
H -0.0995 0.0828 4.0160  0.059
H -0.4591 -1.5245 1.9480  0.004

---

(3)
DFT (ωB97M-V/def2-TZVPD) results for a 2-piece molecular cluster, C5H12O2 overall at a distorted geometry.

Calculated values
LUMO energy ... 0.54 eV
Energy relative to the best compared isomer or geometry (same formula, charge and spin) ... 3.073 eV
Structure (SMILES) ... C/C=C(/O)CCO.[H][H]
Gap between HOMO and LUMO ... 8.3 eV
E ... -9472.06278 eV
2S+1 ... 1
HOMO energy ... -7.8 eV

Each line ends with the Mulliken charge.
Element x y z (Å)
C 2.3878 -0.9064 0.0202  -1.174
C 1.6540 0.3199 0.5057  -0.437
C 0.3316 0.5280 0.4983  0.233
O -0.2201 1.5385 1.2067  -0.587
C -0.5948 -0.4709 -0.1468  -0.427
C -2.1322 -0.3566 -0.1733  -0.443
O -2.6340 0.9383 0.1712  -0.577
H 3.0972 -0.6988 -0.7924  0.325
H 2.9778 -1.3302 0.8450  0.316
H 1.7262 -1.7063 -0.3323  0.317
H 1.0987 1.2869 -1.5833  -0.014
H 2.2393 1.1024 0.9727  0.397
H -0.2977 -1.1743 0.6522  0.292
H -1.1512 1.6227 0.9352  0.431
H -0.2231 -0.8307 -1.1144  0.408
H 0.4313 1.2346 -1.9095  0.033
H -2.5021 -1.0942 0.5435  0.332
H -2.5364 -0.6382 -1.1574  0.257
H -3.4502 0.8130 0.6712  0.319

---

(4)
DFT (ωB97M-V/def2-TZVPD) results for one molecule with the formula C3H3IN2O at a distorted geometry.

Calculated values
LUMO energy ... -1.00 eV
Energy relative to the best compared isomer or geometry (same formula, charge and spin) ... 2.159 eV
Structure (SMILES) ... N#C[C@@H](I)CN=O
Gap between HOMO and LUMO ... 8.8 eV
E ... -16284.83738 eV
2S+1 ... 1
HOMO energy ... -9.8 eV

Each line ends with the Mulliken charge.
Element x y z (Å)
C -0.6847 1.4880 0.1336  0.201
C 0.3902 -0.6654 -0.3002  -0.402
C -0.6994 0.0868 0.4554  -0.457
N -0.6705 2.5951 -0.1451  -0.354
N 1.6751 -0.3473 0.3125  0.011
O 2.6088 -0.2026 -0.4338  -0.298
I -2.6764 -0.6940 -0.0422  0.148
H 0.3677 -0.4689 -1.3800  0.416
H 0.2697 -1.7431 -0.1328  0.362
H -0.5805 -0.0485 1.5327  0.373

---

(5)
DFT (ωB97M-V/def2-TZVPD) results for one molecule with the formula C20H21NO5 at a distorted geometry.

Calculated values
LUMO energy ... 0.54 eV
Energy relative to the best compared isomer or geometry (same formula, charge and spin) ... 4.523 eV
Structure (SMILES) ... COC(=O)[C@@]1(Cc2ccc(OCc3ccccc3)cc2)C[C@@H]1C(=O)NO
Gap between HOMO and LUMO ... 9.1 eV
E ... -32805.46917 eV
2S+1 ... 1
HOMO energy ... -8.6 eV

Each line ends with the Mulliken charge.
Element x y z (Å)
O 2.3124 -0.2239 -3.5610  -0.598
O 5.1656 3.8686 -1.4856  -0.674
O 3.3347 5.8802 -1.9277  -0.442
O 0.4779 0.9111 -2.8972  -0.231
O -1.3510 -1.4861 2.2571  -0.360
C 1.7884 0.5927 -2.8578  0.262
C 4.1351 3.5789 -2.0955  0.212
C -4.7087 -4.9857 3.8151  -0.325
C -4.6549 -3.7807 4.5137  -0.531
C -4.1414 -5.0616 2.5418  -0.507
C 0.7444 -0.6978 1.4851  -0.457
C -1.1586 0.5949 0.8233  -0.371
C -4.0450 -2.6492 3.9238  -0.358
C -3.5206 -3.9500 1.9766  -0.386
C 1.5929 0.2138 0.8655  -0.482
C -0.3322 1.4827 0.1436  -0.848
C -0.6437 -0.5483 1.4792  0.543
C -3.4459 -2.7333 2.6676  0.266
C 1.0478 1.2778 0.1191  0.345
N 3.2198 4.5598 -2.4386  -0.066
C -0.3030 0.3689 -3.9701  -0.766
C -2.7469 -1.5184 2.0277  -0.746
C 1.8792 2.1819 -0.7729  -0.835
C 4.0675 0.9556 -1.5669  -1.001
C 2.6717 1.4585 -1.8711  1.263
C 3.8915 2.1362 -2.5146  -0.375
H 4.2112 6.0172 -1.4462  0.380
H -5.2083 -5.8798 4.3032  0.289
H -5.1312 -3.7225 5.5104  0.327
H -4.1905 -6.0406 2.0377  0.326
H 1.1656 -1.5721 1.9753  0.400
H -2.2055 0.8087 0.8072  0.366
H -4.0407 -1.7062 4.4144  0.395
H -3.0493 -4.0832 1.0291  0.405
H 2.6787 0.0186 0.8902  0.305
H -0.7797 2.2785 -0.4009  0.417
H 2.3804 4.2683 -2.9235  0.248
H -1.2073 0.9650 -4.1276  0.252
H -0.6736 -0.6442 -3.7142  0.309
H 0.2447 0.2757 -4.9296  0.314
H -2.9624 -1.5146 0.9797  0.497
H -3.1930 -0.6220 2.4484  0.387
H 2.4948 2.7679 -0.1208  0.551
H 1.1447 2.8731 -1.2475  0.303
H 4.3958 -0.0130 -2.0399  0.247
H 4.4531 1.1543 -0.5763  0.318
H 4.1956 1.9441 -3.5493  0.433

---

(6)
DFT (ωB97M-V/def2-TZVPD) results for one molecule with the formula C16H16BrN3O5.

Calculated values
LUMO energy ... 0.21 eV
Structure (SMILES) ... CCOC(=O)CCN/C=C1/C(=O)NC(=O)N(c2ccc(Br)cc2)C1=O
Gap between HOMO and LUMO ... 9.1 eV
E ... -101604.45528 eV
2S+1 ... 1
HOMO energy ... -8.9 eV

Each line ends with the Mulliken charge.
Element x y z (Å)
C 4.6302 1.0823 0.8041  -0.895
C 4.4853 -0.2370 1.5468  -0.265
H 3.7540 -0.1543 2.3559  0.319
H 5.4490 -0.5587 1.9521  0.296
O 4.0710 -1.2853 0.6586  -0.303
C 2.8598 -1.8092 0.8123  0.635
O 2.0578 -1.4739 1.6427  -0.570
C 2.6032 -2.8852 -0.2317  -0.530
H 1.7576 -3.4873 0.1008  0.353
H 3.4888 -3.5103 -0.3359  0.360
C 2.2823 -2.2237 -1.5838  -0.926
N 1.1711 -1.3206 -1.4566  -0.090
C 1.3105 -0.0692 -1.0728  -0.303
C 0.2777 0.7574 -0.6788  -0.703
C -1.0754 0.2568 -0.6054  1.337
N -2.0358 1.1447 -0.1325  0.260
C -1.7882 2.4552 0.2482  0.446
O -2.6520 3.1954 0.6470  -0.604
N -0.4778 2.8557 0.1477  -0.043
C 0.6091 2.1084 -0.2733  0.484
O 1.7243 2.5890 -0.2766  -0.717
H -0.2888 3.8060 0.4468  0.261
C -3.3832 0.6795 -0.0263  -0.209
C -3.6678 -0.4129 0.7802  -0.149
C -4.9669 -0.8753 0.8768  -0.658
C -5.9675 -0.2282 0.1723  0.066
C -5.6945 0.8672 -0.6287  -0.679
C -4.3919 1.3186 -0.7323  -0.160
H -4.1622 2.1707 -1.3520  0.389
H -6.4882 1.3595 -1.1689  0.414
Br -7.7558 -0.8588 0.3069  -0.193
H -5.1998 -1.7263 1.4979  0.414
H -2.8762 -0.9031 1.3247  0.410
O -1.3984 -0.8754 -0.9428  -0.786
H 0.2174 -1.6870 -1.3748  0.304
H 2.3086 0.3561 -1.0857  0.521
H 2.0338 -2.9917 -2.3194  0.329
H 3.1569 -1.6650 -1.9281  0.383
H 5.2611 0.9512 -0.0719  0.278
H 3.6646 1.4756 0.4942  0.115
H 5.0966 1.8092 1.4627  0.411